# C24H24F32O6S

A 5-piece molecular cluster, C24H24F32O6S overall at a distorted geometry (ωB97M-V/def2-TZVPD, the OMol25 dataset).

The geometry in ORCA input format:
```
! RIJCOSX wB97M-V def2-TZVPD def2/J DEFGRID3
* xyz 0 1
C 10.7682 17.5426 18.7673
F 8.1145 23.2041 13.0605
H 6.6706 22.2093 17.3798
H 11.1425 11.6284 18.4320
F 11.7458 11.4008 16.6478
F 9.6158 20.4085 19.5406
H 12.1985 23.6539 24.7836
F 5.2524 22.0145 14.6660
C 11.2912 23.1637 24.4308
H 10.6920 7.4583 19.1235
C 9.3140 19.7679 20.6938
F 10.9188 18.5187 17.9480
F 11.9728 17.4442 19.3165
H 13.8740 7.7478 21.0665
C 14.3282 19.7544 16.7466
H 8.6432 17.5840 19.3761
F 15.6551 18.2838 15.6480
H 11.5702 16.2493 17.3762
F 15.1422 19.7129 17.8320
H 12.3437 16.9393 13.9538
F 14.2667 17.2989 16.9026
O 10.4534 20.6499 25.1064
F 14.3792 18.7691 10.9870
C 14.2181 17.3150 12.8029
F 9.8882 21.8578 17.5924
H 9.8979 24.9832 24.2874
O 10.7381 8.9102 17.7545
C 8.3051 23.6919 17.5504
C 9.6677 23.0658 17.0778
F 8.8706 10.0294 18.3686
H 11.4210 22.8875 23.3844
F 9.5196 9.7626 16.2606
C 10.5813 16.2695 17.8341
F 10.8496 20.7710 22.2572
C 10.1033 24.1653 26.3826
H 14.4016 19.4874 12.8381
C 9.5817 20.6663 21.9778
H 14.9384 20.4344 16.1521
H 6.3454 23.4595 12.4976
H 9.6442 22.1679 27.3285
F 8.3735 24.9798 17.3090
S 11.3096 21.7178 25.6014
H 9.6625 16.5722 20.2399
H 13.7645 16.3363 14.8030
F 13.2287 8.0950 18.4314
C 11.0038 8.5023 19.0942
C 7.0488 23.0430 16.7881
O 9.9099 18.5337 20.7788
O 12.7086 21.3570 26.0192
O 7.2756 22.5622 15.5247
C 13.9102 18.6980 12.2692
H 10.3717 9.0319 19.8070
F 5.8906 24.1245 14.6906
H 10.8403 24.9425 26.5850
C 6.8942 22.7805 13.1502
F 13.7716 16.3561 11.8586
H 11.2363 22.9193 27.7632
C 10.4876 22.7673 26.9858
F 9.0905 21.8740 21.8468
H 9.1074 23.5943 24.6358
F 12.8720 9.9661 19.3564
C 9.6466 17.5701 19.8017
F 8.1323 23.7380 18.8508
H 9.1040 24.4958 26.6658
F 13.1721 20.3355 17.1516
F 12.5976 19.1561 12.2882
C 14.4130 18.3047 16.0930
F 9.8896 12.4477 17.0852
F 10.4498 15.0465 18.4727
C 10.0608 24.0716 24.8623
C 12.8395 7.9248 20.7723
F 10.7198 23.8094 17.1985
C 6.2676 22.8604 14.5587
F 6.9944 21.5873 12.6267
C 9.9087 9.9815 17.5519
F 15.5192 17.2659 12.9864
H 9.0715 20.1295 22.7776
F 9.7827 16.4118 16.8465
F 8.0509 19.4507 20.6461
C 12.5470 8.5904 19.4260
C 10.6968 11.4012 17.4635
F 12.3939 6.7154 20.6983
F 12.3599 8.6149 21.7833
O 13.5472 18.3334 14.8833
H 9.6208 22.7831 16.0261
H 6.3162 23.8488 16.8343
C 13.3938 17.1398 14.1665
*
```

The value obtained for the largest force on an atom is 4.99 eV/Å. The energy above the lowest of the compared OMol25 structures with the same formula, charge and spin comes out at 61.3 kcal per mole. The value obtained for the orbital gap is 10.8 eV. Its structure (SMILES) is FC(F)C(F)(F)COC(F)(F)C(F)F.FC(F)C(F)(F)COC(F)(F)C(F)F.FC(F)C(F)(F)COC(F)(F)C(F)F.FC(F)C(F)(F)COC(F)(F)C(F)F.O=S1(=O)CCCC1. The calculation puts the LUMO energy at 0.53 eV. The electronic energy comes out at -135351.970 eV.

---

# C24H24N2O6ReS4

C24H24N2O6ReS4 as an isolated structure (ωB97M-V/def2-TZVPD, the OMol25 dataset).

The geometry in ORCA input format:
```
! RIJCOSX wB97M-V def2-TZVPD def2/J DEFGRID3
* xyz 0 2
C -0.1433 -3.9697 -0.4395
C 0.5105 5.4075 2.5259
H 0.8418 5.4516 3.5619
S -0.2300 4.6061 -3.0666
H -0.4875 -2.3565 -3.4030
H 3.1153 5.5788 0.9577
C -0.5060 -5.2435 -0.8393
H -0.1951 7.3026 1.7369
C -0.8569 -4.4457 -3.0827
O 0.3100 -0.1544 4.1419
C 0.7175 6.7085 1.7370
C -0.1291 -2.9199 -1.3630
O 2.5389 1.7628 0.0599
C 0.1973 -7.8953 -3.1895
N 1.1323 0.9401 2.0112
C -2.9509 -0.6243 0.0949
H 2.2879 -7.7361 -3.4344
S -1.3420 -7.1256 -2.6645
C 0.2175 -1.6011 -0.9454
H -1.2582 -1.6725 2.8638
C -0.8537 -5.4913 -2.1643
H -0.5191 -6.0568 -0.1252
C -3.7462 -1.1767 -1.0530
Re 0.6024 1.3747 0.2009
C -1.6736 -0.9995 2.1259
H 0.1342 -3.7730 0.5878
C 3.3005 1.5091 1.1306
O -0.2800 2.2086 3.6755
C 1.4670 -7.0919 -3.1302
H -1.1437 -4.6385 -4.1084
S -0.0077 0.8770 3.1997
H 1.5807 7.1691 -0.2186
H -1.6618 2.2929 1.2931
C -1.3356 0.3358 2.1542
C -1.8327 1.2254 1.1912
C -0.0114 3.2723 -2.2050
H -3.9741 -0.4034 -1.7844
O 4.4831 1.7133 1.1523
S 1.4430 4.0963 1.6981
H -4.6859 -1.6095 -0.7070
H 2.4141 4.6299 -0.3786
H 2.7866 1.5636 3.2074
C 0.4865 -0.4806 -0.5509
O 0.3471 3.3975 0.8626
C -2.6276 0.7317 0.1630
C 2.1855 5.2199 0.5086
C 1.1553 6.3253 0.3233
H 1.6376 -6.7155 -2.1218
C 2.5515 0.9457 2.3396
H -2.7518 -2.5157 1.0717
H 1.4973 7.3033 2.2160
H 1.4032 -6.2294 -3.7934
C -2.4978 -1.4623 1.1061
N 0.1561 2.2959 -1.5653
H -3.1830 -1.9657 -1.5561
H -2.9855 1.4126 -0.5996
C -0.4926 -3.1699 -2.6898
O 0.1451 -9.0515 -3.5037
H 2.9140 -0.0656 2.5367
H 0.3182 5.9444 -0.2630
H -0.5149 5.0392 2.5110
*
```

Its expectation value of S² is 1.141. The value obtained for the largest force on an atom is 0.43 eV/Å. The energy above the lowest of the compared OMol25 structures with the same formula, charge and spin comes out at 0.0 kcal per mole. The value obtained for the orbital gap (alpha / beta) is 6.4 / 6.3 eV. The calculation puts the LUMO energy (alpha / beta) at -1.60 / -1.53 eV. The electronic energy comes out at -86012.117 eV.

---

# C24H24N4O4S

A single C24H24N4O4S molecule at a distorted geometry (ωB97M-V/def2-TZVPD, the OMol25 dataset).

The geometry in ORCA input format:
```
! RIJCOSX wB97M-V def2-TZVPD def2/J DEFGRID3
* xyz 0 1
H -4.5321 3.1486 -1.4135
H 3.8836 -3.6767 0.8176
C 4.4687 -2.8250 0.5433
C -2.8494 -1.0318 0.0655
H -2.4044 0.3303 -2.3653
H 2.3911 1.5065 -2.2000
C 4.5247 2.1204 0.0246
N -4.1390 -2.6690 0.7919
C 3.7627 2.8380 2.1819
O 5.0258 -0.8541 -0.3469
C -4.5573 0.8785 0.1799
H -4.4354 -3.5876 1.0814
C -2.4648 3.6179 -0.9326
H -6.4237 -1.9369 2.2672
H -1.7481 3.3855 -0.1493
C 6.1059 -1.3578 0.2691
H 7.0025 -0.7711 0.2372
C -6.3418 -1.5918 1.2367
C -3.8046 2.9812 -0.6097
C 5.8246 -2.5655 0.8324
H -4.2265 3.3799 0.3195
H 6.4975 -3.1899 1.3830
H -1.6330 -1.2783 -2.2993
C 3.0166 0.8766 -1.5571
C 4.7656 2.7524 1.2314
N 0.6613 -1.8139 -1.2487
O -5.6046 1.3645 0.5427
H 5.3100 2.0489 -0.7142
H -6.9251 -2.2622 0.6051
H -2.1525 -4.2485 -0.3457
C 1.0057 -0.6191 -1.6578
C 2.7188 -1.5015 -0.7158
C 2.5164 2.2964 1.9175
H -2.5782 4.6954 -1.0081
S -0.0375 0.5036 -2.4713
C -2.8756 -2.3707 0.3482
C -1.7055 -0.2298 -0.4177
O -3.6011 1.5788 -0.4573
N 1.7293 -2.3617 -0.6586
H 1.7287 2.3607 2.6529
C 3.2780 1.5731 -0.2429
C -1.8140 -3.4044 0.2551
H -2.0790 3.2337 -1.8735
H -6.7507 -0.5884 1.1671
H 5.7397 3.1743 1.4316
C -1.5927 -0.2531 -1.9322
H 3.9530 3.3260 3.1265
H -1.5550 -3.7774 1.2461
H 3.9597 0.6728 -2.0725
C -4.1513 -0.5092 0.3507
O -0.9400 0.3673 0.2897
H 1.2931 1.2513 0.5169
H -0.9184 -2.9862 -0.1987
C 2.2709 1.6681 0.7095
C -4.9231 -1.5633 0.8060
N 2.3077 -0.3606 -1.3607
C 4.0228 -1.7458 -0.1789
*
```

The value obtained for the largest force on an atom is 1.40 eV/Å. The energy above the lowest of the compared OMol25 structures with the same formula, charge and spin comes out at 36.2 kcal per mole. The value obtained for the orbital gap is 8.5 eV. Its structure (SMILES) is CCOC(=O)c1c(C)[nH]c(C)c1C(=O)CSc1nnc(-c2ccco2)n1Cc1ccccc1. The calculation puts the LUMO energy at 0.65 eV. The electronic energy comes out at -50263.238 eV.

---

# C24H24N4OSV

C24H24N4OSV as an isolated structure (ωB97M-V/def2-TZVPD, the OMol25 dataset).

The geometry in ORCA input format:
```
! RIJCOSX wB97M-V def2-TZVPD def2/J DEFGRID3
* xyz 3 1
H 1.3191 -7.0286 -0.7283
C 1.9083 0.1906 -4.0840
N 1.8973 -0.2030 -0.5688
H -3.4713 0.9887 0.8790
C -0.0150 -0.7951 -5.1974
V 0.1643 -1.0027 -0.9790
C -1.3512 -3.3523 -0.0327
H 5.6891 1.2344 1.5184
C 2.6924 0.0394 0.5430
C -5.3972 0.6870 -0.0784
H 4.7301 0.6698 3.7175
H -6.0354 -2.1423 -0.5456
C 4.6960 0.8108 1.5763
C -0.5441 -1.2183 -3.9912
C 0.3691 -6.6186 -0.4157
H -1.4854 -1.7500 -3.9525
N 2.2486 0.0984 -1.7404
H -4.3173 -2.7998 1.9289
H -5.0285 0.5514 -1.0956
C -0.6490 -7.4708 0.0156
H -3.0584 -5.2054 0.7241
H -0.5456 -1.0013 -6.1177
H -4.8196 -3.4295 -0.4479
H 1.5876 0.2324 -6.1950
C 2.8744 -0.0612 2.9309
C -1.8848 -6.9688 0.4254
N -2.4059 -2.7326 0.3218
C 3.9777 0.5916 0.4238
S -1.6842 -0.1185 -0.3248
H -0.4759 -8.5391 0.0337
H 1.1407 -0.7149 1.8537
C 2.1381 -0.2906 1.7896
H -5.6668 1.7343 0.0499
C -2.7406 -1.4484 0.3489
N -3.8874 -1.0750 0.8256
H -6.2841 -3.5118 0.5284
H 2.8570 0.7130 -4.1040
H -2.6603 -7.6446 0.7572
H 0.9527 -4.6018 -0.7723
C 1.4008 -0.2205 -2.8548
H -6.3035 0.0990 0.0544
H 2.4685 -0.3041 3.9026
C -2.1081 -5.6129 0.4068
H 4.3891 0.8361 -0.5455
H -5.5922 -1.5794 1.8889
C 0.1640 -0.9266 -2.8317
C 1.1972 -0.0921 -5.2390
C 4.1500 0.4892 2.8221
O -0.2498 -2.5381 -0.4634
C -4.8648 -2.1149 1.2840
C 0.1624 -5.2599 -0.4401
C -4.3367 0.3328 0.9504
C -5.5309 -2.8360 0.1243
C -1.0836 -4.7415 -0.0278
H -4.7200 0.4256 1.9668
*
```

The value obtained for the largest force on an atom is 0.58 eV/Å. The energy above the lowest of the compared OMol25 structures with the same formula, charge and spin comes out at 0.0 kcal per mole. The value obtained for the orbital gap (alpha / beta) is 5.7 / 5.7 eV. The calculation puts the LUMO energy (alpha / beta) at -11.98 / -11.98 eV. The electronic energy comes out at -69778.172 eV.